# C19H26N2O5

C19H26N2O5 in the gas phase (ωB97M-V/def2-TZVPD, the OMol25 dataset).

XYZ file:
```
52
Properties=species:S:1:pos:R:3:forces:R:3
C -7.4286 -0.6537 0.6368 0.13 0.18 0.02
C -6.6451 0.5841 0.2180 0.13 -0.31 -0.25
C -5.9818 0.3855 -1.1475 -0.28 0.44 0.18
O -5.0245 -0.6541 -1.1461 0.15 -0.24 0.00
C -3.8053 -0.4544 -0.5820 0.31 -0.11 0.08
C -2.9755 -1.5783 -0.5411 -0.20 0.11 -0.03
C -1.7087 -1.5022 -0.0062 -0.03 0.15 0.08
C -1.2446 -0.2913 0.4929 -0.30 0.04 -0.11
N 0.0624 -0.2029 1.0412 -0.47 -0.24 -0.22
C 0.3404 0.4304 2.2417 0.43 0.00 0.41
O -0.4820 0.8785 2.9918 -0.10 0.12 0.04
C 1.8436 0.4196 2.4406 -0.02 0.06 0.03
C 2.4000 -0.3916 1.2727 -0.01 0.21 0.03
N 3.4356 0.2851 0.5082 -0.39 -0.14 0.33
C 4.7222 -0.3558 0.3400 0.24 -0.11 -0.41
C 4.7760 -1.2767 -0.8963 0.00 -0.33 0.33
C 4.5574 -2.7551 -0.5585 0.38 0.13 -0.38
O 3.3350 -3.0074 0.0800 -0.43 -0.01 0.09
C 3.0050 1.3395 -0.2393 0.63 -0.03 0.05
O 1.8353 1.6756 -0.1992 -0.24 0.30 -0.03
C 4.0427 2.0809 -1.0579 -0.28 0.26 -0.14
C 3.4109 3.2566 -1.7927 0.07 -0.15 0.08
C 1.1780 -0.6519 0.3860 0.46 -0.20 0.27
O 1.2065 -1.2329 -0.6722 -0.10 -0.09 -0.20
C -2.0533 0.8320 0.4497 0.25 -0.21 -0.01
C -3.3292 0.7529 -0.0784 -0.32 0.01 -0.15
H -8.2394 -0.8473 -0.0621 -0.11 -0.07 -0.05
H -6.7731 -1.5210 0.6519 0.00 -0.12 0.03
H -7.8508 -0.5198 1.6295 -0.07 -0.06 0.08
H -5.8792 0.7964 0.9661 -0.02 0.13 -0.01
H -7.3101 1.4475 0.1550 0.05 0.08 0.01
H -6.7310 0.0608 -1.8755 0.08 0.10 0.05
H -5.5371 1.3222 -1.5055 -0.01 -0.11 -0.03
H -3.3533 -2.5066 -0.9391 -0.04 -0.11 -0.05
H -1.0767 -2.3757 0.0203 0.05 -0.07 0.00
H 2.0873 0.0025 3.4172 -0.07 0.01 -0.02
H 2.1957 1.4517 2.4139 -0.04 -0.05 0.01
H 2.7913 -1.3623 1.5888 -0.10 0.17 -0.09
H 5.4888 0.4177 0.2644 -0.04 -0.08 0.07
H 4.9285 -0.9384 1.2402 0.03 0.10 -0.01
H 4.0007 -0.9662 -1.6006 0.07 0.05 -0.08
H 5.7446 -1.1826 -1.3886 0.04 0.01 -0.08
H 4.6367 -3.3429 -1.4851 0.09 0.03 0.13
H 5.3315 -3.1027 0.1326 0.03 0.02 -0.11
H 2.6195 -2.6295 -0.4592 0.02 0.01 0.09
H 4.4958 1.3941 -1.7745 0.12 -0.06 0.07
H 4.8280 2.4378 -0.3862 0.06 -0.12 -0.02
H 4.1582 3.7789 -2.3848 0.05 0.05 -0.05
H 2.9709 3.9523 -1.0833 -0.05 0.07 -0.01
H 2.6199 2.9042 -2.4492 -0.06 0.05 -0.05
H -1.6850 1.7711 0.8299 0.02 0.08 0.04
H -3.9338 1.6455 -0.0982 -0.09 0.05 0.00
```
Positions in Å, forces in eV/Å.

Its LUMO energy is 0.6970 eV. The total energy comes out at -33344.039 eV. As for the orbital gap: 9.0 eV. The charge is 0. The strongest force on any atom comes out at 0.6 eV/A. As for the SMILES: CCCOc1ccc(N2C(=O)C[C@H](N(CCCO)C(=O)CC)C2=O)cc1. The value obtained for the energy above the lowest of the compared OMol25 structures with the same formula, charge and spin is 19.2 kcal per mole. The calculation puts the HOMO energy at -8.26 eV.

=====

# C19H26N3PPdS3

A molecular structure, C19H26N3PPdS3 in a non-equilibrium geometry (ωB97M-V/def2-TZVPD, the OMol25 dataset).

XYZ file:
```
53
Properties=species:S:1:pos:R:3:forces:R:3
Pd -1.4152 0.2482 -0.5393 0.98 0.49 -0.59
C -3.6408 0.1591 2.0733 0.08 0.01 -0.02
N -2.2524 0.5309 1.8136 0.07 -0.09 0.45
C -1.3738 -0.2352 2.6961 -0.10 0.06 -0.02
C -2.0245 1.9560 1.9922 -0.08 -0.03 -0.12
C -2.7449 2.7644 0.9269 -0.16 0.06 -0.13
N -2.3595 2.4044 -0.4591 0.38 -0.01 0.43
C -3.5140 2.4991 -1.3598 0.03 0.01 0.01
C -1.3140 3.3320 -0.9157 -0.10 0.03 -0.07
H -3.9394 0.4428 3.0945 -0.03 -0.02 -0.01
H -3.7547 -0.9162 1.9552 0.00 -0.02 0.01
H -4.3191 0.6228 1.3617 -0.01 0.01 -0.02
H -1.5685 -0.0018 3.7544 0.01 -0.03 0.01
H -0.3331 -0.0107 2.4690 0.03 0.02 -0.01
H -1.5445 -1.2993 2.5371 0.02 -0.01 -0.01
H -0.9481 2.1362 1.9457 0.01 0.00 -0.02
H -2.3712 2.2943 2.9828 0.01 0.04 0.00
H -2.5565 3.8302 1.0952 -0.03 0.02 0.00
H -3.8192 2.6184 1.0286 -0.02 -0.01 -0.01
H -3.9033 3.5246 -1.3756 -0.01 0.01 0.00
H -4.2919 1.8136 -1.0368 -0.03 0.01 -0.01
H -3.2102 2.2122 -2.3641 -0.01 0.01 -0.01
H -1.7224 4.3478 -0.9998 0.01 0.00 0.00
H -0.9308 3.0192 -1.8841 0.00 -0.04 -0.03
H -0.4858 3.3455 -0.2119 0.01 0.00 0.03
S 0.7915 0.9693 -0.0124 -0.07 0.03 0.05
P 1.3258 -0.8287 -0.7440 0.26 -0.07 0.26
S -0.3375 -1.6298 -1.4917 -0.41 0.05 0.03
C 2.6270 -0.6971 -1.9797 0.17 -0.01 -0.16
C 3.9514 -0.5186 -1.5795 0.01 0.00 0.00
C 4.9503 -0.3795 -2.5292 -0.04 0.00 -0.02
C 4.6322 -0.4226 -3.8818 0.01 0.01 0.01
C 3.3168 -0.6007 -4.2839 -0.02 0.00 0.06
C 2.3121 -0.7368 -3.3349 0.03 0.02 -0.01
C 2.0289 -1.8722 0.5550 0.12 -0.10 0.12
C 2.5898 -1.3251 1.7049 -0.01 0.00 0.03
C 3.1571 -2.1537 2.6667 -0.03 0.01 -0.07
C 3.1607 -3.5282 2.4824 -0.03 0.01 -0.03
C 2.5980 -4.0785 1.3367 0.00 0.02 0.02
C 2.0335 -3.2551 0.3763 0.02 0.01 -0.02
H 4.2046 -0.4947 -0.5260 -0.01 -0.02 -0.01
H 5.9776 -0.2454 -2.2154 -0.02 0.00 -0.01
H 5.4146 -0.3195 -4.6234 -0.01 0.00 0.02
H 3.0694 -0.6374 -5.3371 0.00 0.00 0.02
H 1.2836 -0.8790 -3.6411 0.00 0.00 0.01
H 2.5678 -0.2522 1.8558 -0.01 -0.01 -0.01
H 3.5912 -1.7246 3.5605 -0.02 0.01 -0.01
H 3.5936 -4.1745 3.2353 0.01 0.01 -0.01
H 2.5933 -5.1516 1.1950 0.00 0.01 0.00
H 1.5824 -3.6883 -0.5087 0.00 0.01 0.01
S -5.5026 -1.6597 -0.6257 0.27 0.12 -0.08
C -4.0855 -0.9546 -0.9690 -0.21 -0.03 -0.18
N -3.0897 -0.3996 -1.2656 -1.08 -0.62 0.12
```
Positions in Å, forces in eV/Å.

Its LUMO energy is -0.3573 eV. The total energy comes out at -69871.688 eV. As for the orbital gap: 7.3 eV. The charge is 0. The strongest force on any atom comes out at 1.2 eV/A. The value obtained for the energy above the lowest of the compared OMol25 structures with the same formula, charge and spin is 0.0 kcal per mole. The calculation puts the HOMO energy at -7.70 eV.

=====

Q: The lowest orbital gap belongs to which entry?
A: C19H26N3PPdS3

=====

Q: The lowest strongest force on any atom belongs to which entry?
A: C19H26N2O5